1.
{
  "formula": "C6H9N",
  "method": "ωB97M-V with the def2-TZVPD basis set",
  "homo_lumo_gap_ha": 0.2260,
  "homo_energy_ev": -7.56,
  "fmax_ev_per_a": 3.8,
  "e_above_lowest_ev": 8.358,
  "energy_ha": -288.47488,
  "symbols": ["H", "H", "N", "C", "H", "C", "H", "H", "H", "C", "C", "C", "H", "H", "H", "C"],
  "positions_angstrom": [[-1.580, 1.707, 1.415], [0.115, 1.389, 1.792], [0.302, -1.000, 2.013], [-0.213, -0.430, -2.253], [1.870, 0.310, 1.310], [-0.588, 1.575, 0.981], [-1.088, -1.676, 0.563], [-0.144, 2.453, 0.496], [1.884, -1.413, 0.674], [1.284, -0.619, 1.118], [-0.382, -0.860, 0.756], [-1.019, 0.299, -1.276], [-0.844, -1.130, -2.826], [0.370, 0.159, -2.964], [0.553, -1.151, -1.820], [-0.519, 0.386, 0.022]]
}

2.
{
  "formula": "C13H15F3N2O5",
  "method": "ωB97M-V with the def2-TZVPD basis set",
  "homo_lumo_gap_ha": 0.3296,
  "homo_energy_ev": -8.62,
  "fmax_ev_per_a": 13.5,
  "energy_ha": -1289.30100,
  "symbols": ["C", "F", "H", "C", "H", "C", "O", "C", "H", "H", "H", "O", "H", "H", "O", "H", "C", "H", "N", "F", "H", "C", "H", "C", "C", "C", "H", "O", "C", "F", "C", "H", "C", "O", "N", "H", "C", "H"],
  "positions_angstrom": [[0.003, -1.169, -0.015], [-2.774, -0.826, -0.316], [4.155, 1.771, -1.754], [2.194, 2.253, -1.062], [-1.429, -3.839, 1.448], [-1.658, 1.326, 3.291], [-1.112, 0.820, 1.085], [-2.410, -1.716, 0.569], [1.532, 4.287, -1.244], [2.212, 3.801, 0.510], [-1.618, 2.540, 1.417], [-0.455, -3.411, -3.354], [-1.675, 2.140, 3.738], [-2.810, 1.099, 2.946], [-0.592, -3.173, 1.253], [2.985, -0.747, -2.086], [-1.139, -2.210, 0.085], [-0.065, 1.982, 2.056], [0.122, -1.524, -2.288], [-2.606, -1.193, 1.683], [-0.896, 0.156, -1.301], [2.714, 0.149, -1.665], [-1.606, -3.930, -1.172], [0.053, -0.445, -1.373], [2.335, 3.663, -0.791], [-0.364, -2.764, -2.452], [-0.928, 0.489, 3.878], [0.996, -0.113, 2.248], [1.321, 0.334, -1.419], [-3.438, -2.827, 0.274], [-1.102, 1.678, 1.959], [0.827, -1.314, -3.204], [3.095, 1.505, -1.793], [0.985, 1.764, -0.798], [-1.332, -2.835, -1.034], [3.404, 4.174, -0.844], [0.085, -0.141, 1.287], [0.994, -1.753, 0.239]]
}

3.
{
  "formula": "C3H4N2OS",
  "method": "ωB97M-V with the def2-TZVPD basis set",
  "homo_lumo_gap_ha": [0.2748, 0.2751],
  "homo_energy_ev": [-8.95, -8.95],
  "fmax_ev_per_a": 5.7,
  "e_above_lowest_ev": 4.051,
  "energy_ha": -699.52326,
  "symbols": ["S", "N", "C", "O", "H", "C", "H", "H", "C", "N", "H"],
  "positions_angstrom": [[2.508, 0.770, -0.168], [2.991, -0.504, 0.545], [-1.227, -0.302, -0.046], [-2.226, 1.827, 0.344], [0.480, -1.198, -0.099], [0.112, -0.250, -0.206], [-1.776, -1.298, -0.207], [3.882, -0.819, 0.750], [-2.381, 0.688, -0.101], [0.939, 0.765, -0.370], [-3.300, 0.322, -0.442]]
}

4.
{
  "formula": "C42H108O26P2",
  "method": "ωB97M-V with the def2-TZVPD basis set",
  "homo_lumo_gap_ha": 0.2835,
  "homo_energy_ev": -7.23,
  "fmax_ev_per_a": 12.9,
  "e_above_lowest_ev": 0.923,
  "energy_ha": -4303.56506,
  "symbols": ["O", "C", "H", "H", "C", "C", "P", "H", "H", "H", "C", "H", "C", "H", "H", "C", "O", "H", "H", "O", "C", "H", "H", "H", "H", "H", "O", "O", "H", "H", "H", "C", "O", "H", "H", "O", "H", "H", "H", "P", "H", "O", "C", "C", "H", "H", "H", "H", "C", "O", "H", "C", "O", "C", "H", "H", "H", "H", "O", "O", "H", "H", "H", "H", "H", "H", "H", "H", "H", "C", "H", "H", "H", "H", "H", "C", "C", "C", "H", "H", "H", "H", "H", "H", "C", "H", "H", "H", "H", "H", "O", "C", "H", "H", "H", "H", "H", "C", "O", "H", "H", "H", "H", "C", "H", "H", "O", "C", "C", "H", "H", "H", "C", "O", "H", "O", "H", "C", "C", "H", "H", "H", "O", "H", "H", "O", "H", "H", "O", "H", "O", "H", "O", "C", "H", "H", "C", "O", "O", "H", "H", "C", "C", "H", "C", "H", "H", "H", "H", "C", "H", "H", "H", "C", "H", "C", "C", "O", "H", "C", "H", "H", "H", "H", "H", "C", "C", "C", "H", "H", "H", "H", "C", "H", "H", "O", "C", "C"],
  "positions_angstrom": [[0.451, -0.898, 2.155], [-0.579, 4.511, 2.902], [-3.817, -2.950, 6.076], [1.913, 2.070, -3.303], [-4.189, -5.125, 2.672], [3.887, -0.873, -5.204], [0.130, 4.220, -0.573], [6.377, 2.848, -1.306], [0.948, 1.508, -1.111], [-2.639, 5.679, -1.955], [-3.657, -1.350, -1.576], [0.053, 0.699, 4.109], [-0.729, -3.959, -3.681], [-3.068, 2.444, -1.433], [3.400, 2.759, -2.599], [-1.490, -6.069, 5.749], [0.949, -1.283, -0.645], [6.156, -1.655, 5.294], [-1.354, -0.530, 1.254], [-0.991, 0.163, -7.917], [3.851, 0.162, 2.814], [-0.738, -1.637, -6.912], [-1.458, 1.006, -3.319], [0.041, 0.791, 0.169], [4.943, -2.094, 4.112], [-4.594, 1.014, 0.149], [3.568, 0.870, -3.595], [4.139, 0.924, 1.641], [-1.531, 4.831, -3.106], [-4.767, 3.324, 9.887], [-1.451, -1.716, 2.530], [-5.120, 2.300, 9.777], [-4.102, 1.723, -3.070], [-5.198, -5.214, 3.072], [5.048, 1.800, -1.101], [5.976, -1.681, 0.063], [4.737, -3.381, -0.166], [-2.398, -1.217, -7.411], [4.370, -3.557, -5.306], [-2.200, -4.134, 4.098], [2.023, -1.940, 1.501], [1.135, 4.361, -1.609], [5.589, -1.114, -1.174], [5.023, 0.419, 3.756], [-0.772, -4.794, -2.967], [-1.131, -3.091, -3.142], [-2.698, 1.660, 4.334], [0.885, -2.997, 2.181], [-1.463, -0.825, -7.017], [-3.114, -3.539, -7.014], [0.898, 7.356, 2.839], [0.943, -2.076, 1.588], [-1.042, -4.395, 3.235], [-0.866, 0.107, -3.504], [4.272, -3.635, -3.531], [-3.609, -6.014, 2.901], [2.652, -2.271, -1.233], [-4.907, 1.745, 10.694], [6.976, 0.940, -1.347], [0.144, 5.357, 0.562], [0.404, 1.218, 5.747], [2.373, 1.948, 1.834], [2.243, -0.797, -2.174], [1.601, 1.641, 4.573], [4.747, -0.394, -5.683], [-2.213, 0.777, -5.717], [-2.535, -0.886, -5.194], [0.773, -3.273, -0.212], [-4.105, 2.754, -4.876], [1.322, 5.618, 1.302], [4.533, -1.980, 5.872], [-0.880, 1.546, -1.086], [0.209, 1.441, -6.852], [-1.459, 4.684, 3.533], [-1.663, -6.031, 6.824], [-4.057, 2.045, -1.677], [-1.642, 5.277, -2.123], [4.999, -2.555, 0.515], [1.266, -2.217, -2.439], [0.984, -0.067, -7.252], [-1.726, 1.846, 6.823], [-2.756, -1.933, -1.388], [1.965, -0.118, -4.497], [0.982, 3.136, 2.782], [0.071, 6.756, 3.207], [2.159, 4.996, 0.978], [3.301, 2.758, -4.294], [1.148, 5.387, 2.357], [-3.300, 2.948, 5.345], [-3.573, 3.233, 7.674], [-3.566, -3.974, 3.264], [-3.450, 1.895, 5.092], [1.607, 6.670, 1.289], [4.014, -2.095, 0.674], [-0.795, 6.857, 2.546], [-1.377, -0.055, 2.913], [-5.458, 0.412, -1.199], [-2.643, 1.408, 7.228], [4.715, -0.180, 5.031], [-2.341, 0.487, 7.738], [2.428, 0.689, 0.513], [-2.742, 3.030, -3.663], [2.820, -3.331, -4.471], [0.045, 1.636, -0.516], [-0.892, 4.707, 1.868], [-0.516, -5.628, 5.546], [-1.382, -4.195, -4.887], [-0.946, -0.792, 2.238], [-1.782, -0.229, -5.660], [0.332, -3.818, -3.880], [-3.780, -1.211, -2.655], [3.219, 2.225, 0.302], [-3.216, -3.851, -8.380], [-0.619, -0.226, -4.858], [-0.672, -2.336, 0.115], [0.113, 2.849, 0.252], [-2.810, -5.579, -6.631], [0.523, 1.490, 4.695], [1.848, -1.685, -1.680], [-2.706, 2.540, 9.065], [-4.286, 3.787, -3.440], [-4.417, 1.894, 4.583], [-3.447, 0.956, 6.148], [-1.009, 6.163, -2.046], [-6.202, 2.267, 9.657], [0.485, 5.394, 3.177], [-1.586, -7.099, 5.419], [4.796, -0.397, -0.913], [-3.425, -0.123, -0.914], [-4.534, -1.890, -1.205], [-2.066, -2.796, 4.947], [5.302, -3.055, 1.433], [-0.144, 2.703, 4.416], [2.978, 0.248, -4.708], [5.731, 2.045, -2.706], [6.652, -0.349, -2.956], [2.991, 2.175, -3.421], [-2.531, -5.325, 5.094], [-4.530, 1.643, 8.659], [-3.248, -3.631, -4.322], [0.125, 0.197, -3.055], [-3.813, 2.884, -3.841], [-3.367, 2.306, 8.226], [-0.233, 7.047, 4.214], [5.988, 1.888, -1.656], [-4.330, -4.990, -6.322], [-1.327, -0.803, -3.100], [-2.471, -4.627, -8.600], [7.635, -0.899, -1.649], [6.711, -0.352, -1.866], [5.126, 1.491, 3.919], [-2.870, -5.404, -4.223], [-3.131, -1.327, 5.762], [0.290, 0.691, -7.642], [5.165, -1.858, -1.856], [-2.899, -2.355, 6.023], [-3.281, -4.680, -6.202], [4.166, -1.769, -4.156], [-0.558, 2.335, 2.418], [-4.485, 0.833, -0.933], [5.994, 0.036, 3.437], [-2.455, -2.532, 7.003], [2.856, 0.915, -5.573], [3.360, -1.365, -6.030], [0.715, 1.009, -8.591], [3.895, -3.129, -4.420], [-0.080, 3.087, 3.049], [2.975, 1.470, 1.054], [2.925, 0.473, 3.303], [-4.742, 2.879, -1.462], [-4.291, -4.948, 1.604], [-4.209, -4.216, -8.667], [-2.776, -4.489, -4.812], [3.733, -0.891, 2.556], [-2.947, -3.000, -9.003], [-1.361, 4.296, -1.113], [0.417, -2.312, 0.176], [5.093, -1.546, 5.044]]
}

5.
{
  "formula": "C21H38BrNO11P",
  "method": "ωB97M-V with the def2-TZVPD basis set",
  "total_charge": 1,
  "homo_lumo_gap_ha": 0.1880,
  "homo_energy_ev": -10.95,
  "fmax_ev_per_a": 7.1,
  "energy_ha": -4620.26172,
  "symbols": ["H", "H", "C", "H", "C", "H", "C", "O", "H", "O", "O", "C", "H", "C", "H", "O", "H", "C", "H", "C", "C", "H", "H", "C", "O", "O", "H", "Br", "H", "H", "C", "H", "H", "C", "C", "C", "H", "N", "H", "H", "C", "O", "H", "C", "H", "C", "H", "H", "O", "H", "H", "O", "H", "C", "C", "H", "H", "H", "C", "O", "H", "C", "H", "O", "H", "H", "H", "H", "H", "C", "H", "P", "H"],
  "positions_angstrom": [[-9.055, -4.048, 0.298], [-1.786, 3.589, -4.427], [-6.143, -5.817, 1.822], [-2.288, -3.816, 1.000], [6.072, -1.682, 5.176], [-8.217, -6.352, 1.203], [-0.386, 5.183, -6.839], [-1.998, -3.998, 1.962], [0.442, 7.022, -7.484], [-1.890, 3.021, -1.185], [-0.241, -1.185, -0.071], [-2.645, 4.740, -7.740], [-1.133, 1.207, -1.927], [-6.986, -2.857, 0.755], [-2.845, 5.815, -7.773], [-2.933, -6.642, 1.927], [-1.034, 6.635, -8.330], [0.410, -1.173, 0.971], [0.276, -1.459, 3.128], [-0.129, 6.195, -7.916], [-5.465, -3.088, 1.342], [3.820, -1.370, 3.463], [0.480, 2.949, 0.045], [-2.112, 3.696, -2.337], [0.454, 4.968, -5.968], [-1.520, 4.445, -6.890], [9.531, 0.030, 6.901], [-4.214, -1.528, 1.369], [4.687, -1.765, 6.775], [2.560, -2.432, 2.805], [-1.025, 1.875, -1.067], [-1.581, 4.563, -9.624], [-3.518, 4.278, -7.266], [-1.207, 3.451, -3.508], [2.388, -0.353, 2.207], [-2.452, 4.138, -9.118], [-1.375, 1.313, -0.194], [-7.526, -5.570, 1.255], [-2.279, 3.059, -9.043], [-3.052, -6.543, 0.927], [7.879, -0.030, 5.511], [-3.322, -5.049, 4.182], [-5.869, -6.905, 2.228], [-0.089, -1.883, 2.194], [3.069, 0.476, 1.983], [-7.965, -4.212, 0.746], [-3.334, 4.311, -9.741], [0.186, -2.939, 2.134], [1.632, -0.591, 1.003], [6.253, -2.549, 7.109], [7.203, 0.594, 6.104], [-2.992, 4.552, -2.393], [1.054, 1.432, -0.687], [0.411, 2.304, -0.836], [-5.026, -4.574, 1.879], [-1.179, -1.794, 2.224], [0.456, 5.731, -8.714], [9.609, -1.302, 5.724], [8.939, -0.710, 6.355], [5.402, -2.356, 4.396], [3.853, -1.872, 1.756], [5.770, -1.686, 6.645], [8.495, -1.400, 7.079], [7.149, -0.994, 4.729], [-0.388, 4.174, -3.487], [0.799, 2.880, -1.680], [-7.351, -1.797, 0.358], [-0.807, 2.440, -3.550], [8.368, 0.640, 4.795], [3.202, -1.575, 2.584], [1.741, -0.008, 3.019], [-3.305, -5.029, 2.571], [6.072, -0.774, 7.157]]
}

6.
{
  "formula": "C2H2O2",
  "method": "ωB97M-V with the def2-TZVPD basis set",
  "homo_lumo_gap_ha": 0.3524,
  "homo_energy_ev": -9.41,
  "fmax_ev_per_a": 0.7,
  "e_above_lowest_ev": 2.356,
  "energy_ha": -227.76123,
  "symbols": ["O", "H", "C", "O", "H", "C"],
  "positions_angstrom": [[1.581, -0.536, -0.745], [1.319, 0.486, 1.005], [0.947, -0.095, 0.152], [-0.435, -0.327, 0.289], [-2.214, 0.046, -0.220], [-1.199, 0.426, -0.481]]
}

7.
{
  "formula": "C14H22N2O3",
  "method": "ωB97M-V with the def2-TZVPD basis set",
  "homo_lumo_gap_ha": 0.3069,
  "homo_energy_ev": -8.12,
  "fmax_ev_per_a": 11.9,
  "e_above_lowest_ev": 12.507,
  "energy_ha": -881.50631,
  "symbols": ["O", "C", "C", "C", "C", "H", "H", "H", "H", "N", "C", "C", "H", "C", "C", "H", "C", "N", "O", "H", "H", "O", "H", "H", "H", "H", "H", "H", "C", "H", "C", "H", "H", "H", "H", "C", "C", "H", "H", "H", "C"],
  "positions_angstrom": [[2.782, 1.297, -0.527], [3.847, -2.096, -0.215], [5.620, 0.506, -0.805], [0.607, -1.825, -0.917], [3.867, -1.482, 1.095], [5.211, 1.069, -0.171], [2.880, -1.114, 1.460], [-4.442, 3.842, -0.761], [4.289, -2.165, 1.877], [-0.618, -1.886, -0.445], [-1.013, -0.605, 0.251], [4.570, -0.167, -1.870], [-4.661, 0.105, 1.643], [-5.006, 3.014, -0.850], [-4.421, 2.281, 1.206], [0.283, 1.024, 0.526], [3.451, -0.901, -1.308], [-2.632, 0.614, 1.300], [-4.664, 1.863, -0.234], [4.823, -2.407, -0.594], [-3.739, 3.073, 1.525], [-3.146, -1.539, 0.839], [-4.908, 2.649, -1.853], [-3.936, 1.322, 2.884], [6.101, -0.120, -0.108], [-1.851, 1.445, 1.442], [-5.565, 2.219, 1.374], [6.443, 0.964, -1.403], [-2.352, -0.401, 0.661], [5.113, -0.990, -2.444], [1.284, -0.374, -0.372], [-6.055, 3.224, -0.763], [-1.372, -2.733, -0.414], [3.136, -2.994, -0.160], [4.391, 0.613, -2.321], [2.441, 0.162, -0.935], [0.141, -0.015, 0.289], [3.009, -1.402, -2.050], [1.162, -2.528, -1.268], [4.431, -0.587, 1.372], [-3.944, 1.148, 1.865]]
}

8.
{
  "formula": "C4H5NO2",
  "method": "ωB97M-V with the def2-TZVPD basis set",
  "homo_lumo_gap_ha": 0.3863,
  "homo_energy_ev": -9.87,
  "fmax_ev_per_a": 3.8,
  "e_above_lowest_ev": 1.213,
  "energy_ha": -360.62483,
  "symbols": ["C", "N", "H", "H", "O", "C", "H", "O", "H", "C", "H", "C"],
  "positions_angstrom": [[1.197, 0.524, 0.353], [-0.414, -0.973, -0.527], [1.237, -2.315, -0.854], [-2.129, 0.990, 0.704], [1.621, 1.493, 0.902], [0.761, -1.646, -0.223], [-0.824, 2.149, 0.236], [1.787, -0.663, 0.062], [-1.885, 1.257, -1.040], [-1.423, 1.237, -0.104], [0.448, -2.281, 0.658], [-0.378, 0.228, -0.169]]
}